(P)
{"formula": "C2H7N2S2", "method": "ωB97M-V with the def2-TZVPD basis set", "elements": ["C", "C", "N", "N", "S", "S", "H", "H", "H", "H", "H", "H", "H"], "coordinates": [[1.203, 0.138, -0.940], [1.654, -1.122, -0.365], [-0.669, 1.349, 0.865], [0.915, -2.209, -0.400], [2.641, 1.184, -0.285], [3.044, -0.713, 0.564], [1.229, 0.302, -2.076], [0.270, 0.459, -0.414], [0.040, 1.168, 1.606], [-1.615, 1.159, 1.292], [-0.497, 2.270, 0.718], [1.348, -2.995, 0.062], [0.183, -2.244, -1.054]], "lowdin_charge": [-0.46, -0.73, 0.02, 0.20, 0.60, 0.78, 0.14, 0.04, 0.06, 0.09, -0.01, 0.14, 0.13], "orbital_gap_ev": 8.74, "homo_energy_ev": -13.38, "lumo_energy_ev": -4.646, "charge": 1}

=====

(Q)
{"formula": "C2H7N2S2", "method": "ωB97M-V with the def2-TZVPD basis set", "elements": ["C", "C", "N", "N", "S", "S", "H", "H", "H", "H", "H", "H", "H"], "coordinates": [[1.134, -0.332, 0.039], [-0.979, -0.112, -0.100], [0.880, 2.204, 0.133], [-1.471, -1.353, -0.063], [1.632, -1.913, 0.042], [2.090, 1.011, 0.121], [-0.963, 0.398, -1.050], [-1.067, 0.497, 0.784], [0.993, 2.830, 0.926], [0.886, 2.763, -0.714], [0.351, -2.397, -0.009], [-1.696, -1.844, -0.915], [-1.790, -1.753, 0.807]], "lowdin_charge": [-0.92, -0.10, -0.30, 0.03, 0.88, 0.93, 0.10, 0.10, 0.05, 0.05, -0.10, 0.13, 0.13], "orbital_gap_ev": 9.38, "homo_energy_ev": -13.81, "lumo_energy_ev": -4.427, "charge": 1}

=====

Most stable of them? (P).

=====

(P)
{"formula": "C4H14N4", "method": "ωB97M-V with the def2-TZVPD basis set", "elements": ["C", "C", "C", "C", "N", "N", "N", "N", "H", "H", "H", "H", "H", "H", "H", "H", "H", "H", "H", "H", "H", "H"], "coordinates": [[-2.532, 0.025, -0.079], [1.543, -0.019, 0.799], [1.602, 1.445, 0.369], [2.454, -0.893, -0.076], [0.140, -0.479, 0.856], [-0.524, -0.592, -0.416], [-2.030, 1.270, -0.300], [-3.306, -0.519, -1.049], [0.123, -1.378, 1.332], [-0.144, -1.395, -0.932], [-2.690, -0.355, 0.927], [1.897, -0.085, 1.835], [-3.166, -0.152, -1.980], [-1.724, 1.678, 0.577], [-1.066, 0.860, -0.754], [-3.484, -1.510, -1.001], [0.992, 2.061, 1.030], [1.227, 1.558, -0.649], [2.629, 1.815, 0.399], [2.409, -1.939, 0.236], [2.158, -0.830, -1.125], [3.493, -0.567, 0.000]], "lowdin_charge": [-0.33, -0.47, -0.09, -0.09, -0.15, -0.13, 0.01, 0.10, 0.09, 0.04, 0.13, 0.13, 0.10, 0.06, 0.09, 0.10, 0.07, 0.06, 0.07, 0.07, 0.06, 0.07], "orbital_gap_ev": 8.77, "homo_energy_ev": -7.73, "lumo_energy_ev": 1.037}

=====

(Q)
{"formula": "C4H14N4", "method": "ωB97M-V with the def2-TZVPD basis set", "elements": ["C", "N", "N", "H", "H", "H", "H", "H", "H", "C", "N", "C", "N", "C", "H", "H", "H", "H", "H", "H", "H", "H"], "coordinates": [[2.046, -0.261, -0.385], [1.097, 0.590, 0.408], [1.654, -1.629, -0.518], [1.597, -2.091, 0.383], [0.747, -1.717, -0.959], [1.556, 1.437, 0.736], [0.576, -0.016, 1.347], [2.159, 0.187, -1.372], [3.014, -0.203, 0.118], [-1.614, -1.393, 0.620], [-0.992, -0.265, 1.289], [-0.217, 1.014, -0.220], [-0.603, 2.261, 0.350], [-0.472, 0.735, -1.532], [-1.718, 0.265, 1.763], [-1.195, 2.175, 1.164], [-1.050, 2.851, -0.339], [-2.582, -1.678, 1.045], [-0.972, -2.281, 0.663], [-1.756, -1.153, -0.452], [0.077, 0.019, -2.120], [-1.353, 1.155, -1.991]], "lowdin_charge": [-0.26, 0.00, 0.03, 0.08, 0.05, 0.14, 0.19, 0.11, 0.12, -0.24, -0.17, -0.49, 0.07, -0.01, 0.02, 0.06, 0.08, 0.06, 0.05, 0.05, 0.03, 0.04], "orbital_gap_ev": 7.84, "homo_energy_ev": -6.91, "lumo_energy_ev": 0.925}

=====

Most stable of them? (P).

=====

(P)
{"formula": "CH8N6", "method": "ωB97M-V with the def2-TZVPD basis set", "elements": ["N", "C", "N", "N", "N", "N", "N", "H", "H", "H", "H", "H", "H", "H", "H"], "coordinates": [[1.261, 0.016, 0.646], [0.003, 0.313, 0.366], [2.147, 1.020, 0.410], [-0.034, -2.022, -0.389], [-2.182, -0.394, -0.035], [-0.387, 1.557, -0.107], [-0.930, -0.675, 0.448], [2.075, 1.397, -0.536], [3.093, 0.681, 0.555], [0.460, -2.266, 0.471], [0.509, -2.297, -1.214], [-2.153, -0.125, -1.018], [-2.740, -1.238, 0.037], [-1.353, 1.748, 0.133], [0.230, 2.284, 0.236]], "lowdin_charge": [-0.05, -0.51, -0.05, 0.00, 0.03, 0.12, -0.07, 0.08, 0.07, 0.00, 0.02, 0.10, 0.09, 0.08, 0.08], "orbital_gap_ev": [7.72, 7.72], "homo_energy_ev": [-7.26, -7.26], "lumo_energy_ev": [0.466, 0.467]}

=====

(Q)
{"formula": "CH8N6", "method": "ωB97M-V with the def2-TZVPD basis set", "elements": ["N", "N", "C", "N", "N", "N", "N", "H", "H", "H", "H", "H", "H", "H", "H"], "coordinates": [[1.991, -1.062, 0.137], [0.663, -1.423, -0.268], [-0.188, -0.479, -0.249], [0.072, 0.826, 0.236], [1.090, 1.783, -0.263], [-1.537, -0.647, -0.596], [-2.470, -0.059, 0.296], [2.457, -1.956, 0.371], [2.029, -0.571, 1.114], [-0.805, 1.392, 0.141], [1.943, 1.431, -0.011], [1.303, 1.800, -1.361], [-1.654, -1.675, -0.768], [-2.626, 0.788, -0.088], [-2.268, -0.148, 1.309]], "lowdin_charge": [-0.06, -0.01, -0.47, -0.05, 0.00, -0.06, 0.00, 0.07, 0.11, 0.10, -0.02, 0.13, 0.14, 0.02, 0.11], "smiles": "NN=C(NN)NN", "orbital_gap_ev": 9.36, "homo_energy_ev": -8.36, "lumo_energy_ev": 1.003}

=====

Most stable of them? (Q).

=====

(P)
{"formula": "C2H5Br2N2", "method": "ωB97M-V with the def2-TZVPD basis set", "elements": ["C", "C", "N", "N", "Br", "Br", "H", "H", "H", "H", "H"], "coordinates": [[0.313, 0.561, 0.369], [-1.004, -2.132, -0.896], [0.560, 1.337, 1.376], [0.785, 0.785, -0.764], [-1.933, -2.714, 0.667], [-1.641, -2.993, -2.402], [-0.198, -0.333, 0.626], [0.617, 0.219, -1.626], [0.318, 1.193, 2.280], [1.084, 2.239, 1.239], [1.098, 1.836, -0.869]], "lowdin_charge": [-0.26, -1.08, 0.21, 0.19, 0.57, 0.65, 0.08, 0.16, 0.09, 0.17, 0.21], "orbital_gap_ev": 8.24, "homo_energy_ev": -13.01, "lumo_energy_ev": -4.763, "charge": 1}

=====

(Q)
{"formula": "C2H5Br2N2", "method": "ωB97M-V with the def2-TZVPD basis set", "elements": ["C", "C", "N", "N", "Br", "Br", "H", "H", "H", "H", "H"], "coordinates": [[-0.892, -0.120, 0.283], [1.507, 0.422, 0.523], [-1.839, -0.443, -0.613], [0.255, 0.457, -0.065], [2.649, 1.756, -0.059], [2.253, -1.850, -0.115], [-1.010, -0.462, 1.289], [1.476, 0.401, 1.703], [-2.618, -0.995, -0.500], [-2.137, 0.107, -1.421], [0.355, 0.727, -1.024]], "lowdin_charge": [-0.05, -0.88, 0.22, -0.07, 0.84, 0.26, 0.17, 0.12, 0.10, 0.16, 0.13], "orbital_gap_ev": [7.82, 7.82], "homo_energy_ev": [-13.89, -13.89], "lumo_energy_ev": [-6.075, -6.075], "charge": 1}

=====

Most stable of them? (Q).

=====

(P)
{"formula": "CH6N2S", "method": "ωB97M-V with the def2-TZVPD basis set", "elements": ["H", "N", "C", "N", "H", "H", "H", "S", "H", "H"], "coordinates": [[1.227, 0.460, -2.120], [1.640, -0.509, -1.987], [2.033, -0.550, -0.711], [1.507, -1.043, 0.479], [3.001, 0.057, -0.627], [2.126, -1.254, 1.241], [0.635, -1.378, 0.075], [-2.330, 0.912, 0.857], [-1.292, -0.068, 0.606], [-2.867, 1.987, 1.956]], "lowdin_charge": [0.06, -0.05, -0.40, 0.10, 0.11, 0.10, 0.08, 0.24, -0.21, -0.04], "smiles": "[H]/N=C/N.S", "orbital_gap_ev": 7.00, "homo_energy_ev": -8.09, "lumo_energy_ev": -1.093}

=====

(Q)
{"formula": "CH6N2S", "method": "ωB97M-V with the def2-TZVPD basis set", "elements": ["H", "N", "C", "N", "H", "H", "H", "S", "H", "H"], "coordinates": [[-1.039, 2.266, -2.940], [-0.239, 1.706, -3.226], [0.259, 1.155, -2.188], [1.027, 0.036, -2.279], [0.052, 1.494, -1.171], [1.503, -0.241, -1.437], [1.374, -0.377, -3.126], [-0.455, -1.204, 3.403], [-0.977, -1.813, 2.329], [-1.546, -1.609, 4.091]], "lowdin_charge": [0.02, 0.03, -0.41, 0.07, 0.11, 0.08, 0.09, 0.45, -0.23, -0.22], "smiles": "[H]/N=C/N.S", "orbital_gap_ev": 9.72, "homo_energy_ev": -9.15, "lumo_energy_ev": 0.575}

=====

Most stable of them? (Q).